{
  "formula": "C34H92N6O11",
  "method": "wB97M-V/def2-TZVPD",
  "smiles": "COC[C@H](C)N.COC[C@H](C)N.COC[C@H](C)N.COC[C@H](C)N.COCCNCCOC.COCCNCCOC.CCO.CCO.CCO",
  "e_above_lowest_ev": 0.180,
  "max_force_ev_per_a": 1.49,
  "energy_ev": -68207.485,
  "species": ["C", "C", "O", "H", "H", "H", "H", "H", "H", "C", "C", "O", "H", "H", "H", "H", "H", "H", "C", "C", "O", "H", "H", "H", "H", "H", "H", "C", "O", "C", "C", "N", "C", "C", "O", "C", "H", "H", "H", "H", "H", "H", "H", "H", "H", "H", "H", "H", "H", "H", "H", "C", "O", "C", "C", "N", "C", "C", "O", "C", "H", "H", "H", "H", "H", "H", "H", "H", "H", "H", "H", "H", "H", "H", "H", "C", "C", "C", "O", "C", "N", "H", "H", "H", "H", "H", "H", "H", "H", "H", "H", "H", "C", "C", "C", "O", "C", "N", "H", "H", "H", "H", "H", "H", "H", "H", "H", "H", "H", "C", "C", "C", "O", "C", "N", "H", "H", "H", "H", "H", "H", "H", "H", "H", "H", "H", "C", "C", "C", "O", "C", "N", "H", "H", "H", "H", "H", "H", "H", "H", "H", "H", "H"],
  "positions_angstrom": [[3.180, -2.519, -1.598], [3.825, -2.365, -0.233], [5.065, -1.663, -0.404], [3.202, -1.584, -2.155], [2.125, -2.779, -1.471], [3.688, -3.298, -2.167], [4.091, -3.349, 0.176], [3.121, -1.834, 0.420], [5.545, -1.667, 0.428], [0.647, 0.242, -1.878], [0.492, -0.276, -0.458], [-0.616, -1.155, -0.386], [0.856, -0.588, -2.548], [1.412, 1.017, -1.894], [-0.308, 0.721, -2.098], [0.464, 0.553, 0.259], [1.378, -0.860, -0.171], [-0.573, -1.640, 0.450], [3.133, -1.412, -4.821], [3.348, -1.397, -6.317], [2.780, -2.517, -6.970], [2.111, -1.650, -4.504], [3.392, -0.434, -4.410], [3.700, -2.141, -4.241], [4.427, -1.465, -6.511], [3.118, -0.423, -6.765], [1.850, -2.330, -7.212], [1.024, -5.071, -3.404], [0.170, -4.564, -2.394], [-1.177, -5.003, -2.500], [-1.826, -4.727, -1.160], [-1.180, -5.587, -0.167], [-1.718, -5.499, 1.177], [-1.797, -4.063, 1.711], [-0.620, -3.319, 1.447], [0.494, -3.860, 2.097], [0.930, -4.513, -4.341], [0.750, -6.115, -3.619], [2.040, -5.083, -3.017], [-1.181, -6.085, -2.657], [-1.683, -4.429, -3.283], [-2.916, -4.814, -1.190], [-1.701, -3.668, -0.887], [-0.221, -5.257, -0.132], [-1.125, -6.118, 1.847], [-2.747, -5.867, 1.161], [-2.002, -4.076, 2.788], [-2.614, -3.528, 1.228], [0.718, -4.887, 1.782], [0.334, -3.942, 3.180], [1.397, -3.286, 1.903], [-2.248, -1.553, 3.951], [-2.647, -0.296, 4.409], [-3.261, -0.342, 5.670], [-3.491, 1.073, 6.158], [-4.009, 1.083, 7.528], [-4.624, 2.360, 7.815], [-5.141, 2.491, 9.235], [-6.280, 1.711, 9.530], [-7.474, 2.279, 9.058], [-1.549, -1.418, 3.125], [-3.087, -2.144, 3.570], [-1.714, -2.139, 4.709], [-2.624, -0.881, 6.385], [-4.228, -0.871, 5.656], [-4.185, 1.579, 5.474], [-2.545, 1.617, 6.152], [-4.622, 0.293, 7.687], [-5.465, 2.611, 7.139], [-3.895, 3.154, 7.625], [-5.286, 3.542, 9.516], [-4.341, 2.144, 9.899], [-8.263, 1.540, 9.208], [-7.438, 2.549, 8.000], [-7.814, 3.151, 9.635], [-1.638, -4.030, -6.753], [-1.397, -2.521, -6.650], [-1.399, -2.032, -5.217], [-2.723, -1.750, -4.840], [-2.784, -1.244, -3.525], [-0.108, -2.192, -7.285], [-0.806, -4.553, -6.281], [-1.705, -4.309, -7.803], [-2.560, -4.241, -6.214], [-2.229, -2.035, -7.173], [-0.811, -1.103, -5.165], [-0.939, -2.751, -4.527], [-2.385, -1.974, -2.815], [-3.818, -1.037, -3.260], [-2.201, -0.323, -3.456], [-0.031, -1.196, -7.511], [-0.215, -2.544, -8.243], [-3.019, 3.809, -0.269], [-1.986, 4.856, 0.131], [-0.962, 5.164, -0.945], [-0.285, 3.980, -1.287], [0.890, 4.211, -2.032], [-2.709, 6.054, 0.616], [-2.523, 2.839, -0.393], [-3.483, 3.971, -1.245], [-3.766, 3.712, 0.514], [-1.405, 4.482, 0.982], [-0.212, 5.858, -0.530], [-1.400, 5.685, -1.810], [0.645, 4.464, -3.065], [1.502, 3.315, -1.946], [1.505, 4.989, -1.558], [-1.997, 6.759, 0.829], [-3.213, 6.459, -0.175], [5.774, 3.652, -3.354], [5.565, 2.174, -3.041], [4.451, 1.933, -2.047], [4.866, 2.186, -0.732], [3.824, 1.950, 0.183], [5.156, 1.491, -4.293], [6.251, 4.142, -2.496], [4.812, 4.160, -3.426], [6.469, 3.777, -4.182], [6.520, 1.763, -2.697], [4.127, 0.880, -2.125], [3.561, 2.499, -2.363], [4.258, 2.017, 1.180], [3.500, 0.899, 0.119], [2.953, 2.602, 0.073], [5.970, 1.462, -4.905], [5.048, 0.505, -4.058], [3.056, 2.145, 3.813], [2.326, 3.368, 3.276], [0.818, 3.233, 3.142], [0.557, 1.989, 2.538], [-0.817, 1.655, 2.546], [2.705, 4.493, 4.117], [2.853, 1.271, 3.193], [2.746, 1.868, 4.823], [4.132, 2.320, 3.812], [2.701, 3.490, 2.247], [0.412, 4.089, 2.591], [0.405, 3.184, 4.160], [-1.324, 2.319, 1.835], [-1.321, 1.767, 3.509], [-0.880, 0.618, 2.230], [3.704, 4.575, 4.253], [2.417, 5.396, 3.756]],
  "mulliken_charge": [0.462, -0.272, -0.554, -0.798, -0.268, 0.703, 0.360, -0.021, 0.305, 0.145, 1.880, -0.346, -0.200, -0.496, 0.299, -0.360, -0.864, 0.048, 0.059, -0.731, -0.528, -0.094, -0.112, 0.431, 0.300, 0.352, 0.428, -0.751, -0.011, -0.674, -0.173, -0.251, -1.366, -0.474, 0.340, -1.018, 0.133, 0.407, 0.169, 0.545, 0.208, 0.464, -0.215, 0.253, 0.404, 0.474, 0.391, 0.393, 0.331, 0.293, 0.166, -0.586, -0.169, -0.585, -0.465, -0.353, -0.397, -0.642, -0.326, -0.686, 0.010, 0.310, 0.374, 0.380, 0.295, 0.284, 0.180, 0.259, 0.271, 0.337, 0.387, 0.326, 0.248, 0.284, 0.281, -1.367, -0.041, 0.386, -0.461, -0.064, -0.615, 0.230, 0.470, 0.352, 0.338, 0.280, -0.455, -0.228, 0.332, 0.209, 0.284, 0.249, -1.352, 1.722, -0.856, -0.029, -0.491, -0.755, 0.151, 0.381, 0.413, -0.759, 0.373, 0.223, 0.352, -0.355, 0.395, 0.282, 0.285, -1.306, 0.421, 1.094, -0.559, 0.291, -0.648, 0.320, 0.216, 0.398, 0.367, -0.790, -0.206, 0.179, -0.103, -0.044, 0.297, 0.148, -1.635, 1.223, -0.801, -0.054, 0.143, -0.751, 0.201, 0.381, 0.483, -0.070, 0.025, 0.375, -0.092, 0.325, -0.405, 0.267, 0.248]
}